[1]
The following is a DFT calculation (ωB97M-V with the def2-TZVPD basis set) of a molecular structure, C6H8ClN.

```
16
Properties=species:S:1:pos:R:3:forces:R:3
C 0.016577 0.652381 -0.031373 -0.4737 0.3369 -0.2988
C 0.082045 -0.234344 1.249044 -0.8265 0.2358 0.4353
C 0.072080 -1.357863 0.196813 0.2674 -0.3535 -0.0934
C -1.274086 -1.155295 -0.485059 0.2638 0.6498 -0.0421
C -1.307242 0.167509 -0.641591 -0.3904 0.7806 0.2039
C 0.905132 -0.409031 -0.683619 0.8025 0.0057 -1.2014
H -0.299682 2.647082 0.266257 0.1815 0.0361 0.1198
H 1.272514 2.138336 0.138892 1.1743 0.6746 0.5007
H -0.777058 -0.197565 1.917735 -0.0232 0.0338 0.0172
H 1.000220 -0.132381 1.800002 0.4377 -0.0413 0.1313
H 0.455945 -2.332785 0.414637 -0.0196 -0.5664 0.0893
H -1.962101 -1.885314 -0.844855 -0.2881 -0.4309 0.0189
H -2.056926 0.863220 -1.047775 0.4218 -0.6346 0.0307
H 0.836414 -0.472925 -1.781401 0.1707 -0.1703 0.5063
N 0.353308 2.030284 -0.198490 -1.1087 -0.5914 -0.3206
Cl 2.682856 -0.321315 -0.269210 -0.5895 0.0351 -0.0970
```
Forces are in eV/Å.

## Properties
* highest occupied orbital energy: -9.20 eV
* frontier orbital gap: 10.231 eV
* net charge: 0
* lowest unoccupied orbital energy: 0.03794 hartree

---

[2]
The following is a DFT calculation (ωB97M-V with the def2-TZVPD basis set) of a molecular structure, C18H17BBaN12O.

```
50
Properties=species:S:1:pos:R:3:forces:R:3
Ba -0.131950 -0.484670 0.212592 -0.0651 -0.9465 1.1423
C 1.504771 3.100460 2.652265 0.1322 0.0723 0.0605
C 0.462371 2.402964 2.048408 0.1231 0.1996 0.2094
N 0.937418 1.407966 1.315918 0.4205 1.5180 0.6253
N 2.264284 1.436284 1.421625 0.5994 0.2881 0.2827
C 2.639525 2.444374 2.220110 -0.1240 0.2400 0.1813
B 3.199982 0.502334 0.629542 -0.3170 -0.0342 -0.1365
N 2.862179 0.644800 -0.863015 0.6139 0.1956 -0.0973
C 3.719149 0.977707 -1.839065 0.0015 0.1055 -0.3278
C 3.018821 1.055196 -3.023986 0.1080 0.0796 0.0275
C 1.709466 0.743036 -2.663279 0.1930 0.0315 -0.0836
N 1.631792 0.499155 -1.361155 0.1668 0.3935 -0.7804
N 3.038497 -0.957842 1.080402 0.6827 -0.0040 0.2025
C 4.019561 -1.762272 1.513636 0.0534 -0.3081 0.1425
C 3.479069 -3.001707 1.789745 0.0728 -0.0098 0.0359
C 2.127548 -2.855167 1.483971 0.1766 -0.1046 0.0901
N 1.881214 -1.622017 1.059868 0.8825 -0.9127 0.6169
H 1.448800 3.953858 3.296113 -0.0020 0.1495 0.1342
H -0.595852 2.579011 2.114683 -0.1877 -0.0083 -0.0155
H 3.670544 2.642578 2.433096 0.2278 -0.0412 -0.0232
H 4.322593 0.840291 0.812766 0.2868 0.0478 0.0471
H 4.758595 1.152672 -1.646328 0.1819 -0.0190 0.1536
H 3.399226 1.315210 -3.990846 0.0636 -0.0091 -0.1697
H 0.841576 0.678848 -3.295571 -0.1544 -0.0928 -0.0053
H 5.030673 -1.419849 1.608367 0.1547 0.1601 -0.0375
H 3.983199 -3.873508 2.160728 0.0653 -0.0653 0.0042
H 1.336367 -3.584702 1.555936 -0.0489 0.0111 -0.0374
N -0.690330 -1.711908 -1.657948 -0.9797 -1.8460 -3.1988
C -0.792919 -2.523126 -2.491303 0.0448 0.8104 0.7908
C -0.931966 -3.462847 -3.458070 0.0481 -0.3438 -0.2488
C -0.459424 -4.757256 -3.232816 0.2338 -0.6601 0.1411
N -0.075623 -5.825211 -3.037407 0.1054 -0.2463 0.0650
C -1.558015 -3.135090 -4.660526 -0.3618 0.2608 -0.6077
N -2.084576 -2.849354 -5.644534 -0.1094 0.0808 -0.2175
C -4.677918 -0.613471 2.433087 0.0134 -0.4517 0.3869
N -4.124672 0.300839 1.462558 0.2442 -0.0326 -0.1519
C -4.850650 1.298411 0.929126 0.1807 0.4236 -0.4127
C -4.316940 2.141882 0.009188 -0.0040 -0.0426 -0.0293
C -2.967137 1.898697 -0.390293 -0.5384 -0.0454 0.3330
N -2.267121 0.923480 0.158628 -0.6372 1.1657 -0.5048
C -2.786408 0.110186 1.083621 -1.5128 0.5828 0.2262
O -2.138739 -0.782074 1.603485 -0.9234 -0.8414 1.3170
N -2.358933 2.645680 -1.315356 0.0575 0.0015 -0.0670
H -5.713350 -0.349128 2.631417 0.0241 0.0098 -0.0153
H -4.094585 -0.566854 3.352312 -0.0871 -0.0093 0.0036
H -4.618027 -1.634005 2.054934 -0.0583 0.0431 0.0290
H -5.875289 1.388996 1.267947 0.0753 -0.0098 0.0079
H -4.893461 2.944650 -0.413052 -0.1193 0.0833 -0.0515
H -2.855670 3.366223 -1.810565 0.1296 -0.0798 -0.0019
H -1.427662 2.376268 -1.600958 -0.1333 0.2101 -0.0354
```
Forces are in eV/Å.

## Properties
* highest occupied orbital energy: -7.47 eV
* frontier orbital gap: 7.012 eV
* net charge: 0
* lowest unoccupied orbital energy: -0.01677 hartree

---

[3]
The following is a DFT calculation (ωB97M-V with the def2-TZVPD basis set) of a molecular structure, C27H26N4O2RuSe.

```
61
Properties=species:S:1:pos:R:3:forces:R:3
Ru -0.392647 -0.478715 0.416764 0.2879 -0.6351 -0.4858
O -1.451882 3.411840 0.749442 -0.0211 0.0212 -0.0525
C -1.355390 2.240559 0.484921 -0.0403 -0.1147 -0.1155
N -0.220232 1.499498 0.220569 -0.2799 0.0917 0.2451
C 1.040755 2.055702 0.055997 -0.0129 0.0818 0.0199
O 1.340150 3.220170 0.079543 0.0316 -0.0515 0.0324
C 2.047576 0.973998 -0.249035 0.0373 -0.0143 -0.0248
C 3.345607 1.304705 -0.582872 -0.0710 0.0301 0.0036
C 4.219074 0.290823 -0.939572 0.0173 -0.0364 -0.0064
C 3.752018 -1.013031 -0.963347 0.0229 0.0117 -0.0086
C 2.441192 -1.268240 -0.602057 0.0032 0.0475 -0.0273
N 1.603950 -0.295042 -0.235962 0.0312 -0.1357 0.0845
C -2.607454 1.363090 0.435258 0.1152 -0.0592 0.0348
C -3.849730 1.942538 0.268826 0.0373 0.0157 0.0353
C -4.960790 1.119142 0.172190 -0.0290 -0.0149 -0.0023
C -4.789317 -0.254164 0.256131 -0.0239 -0.0038 0.0031
C -3.517662 -0.764509 0.445626 0.0587 0.0284 0.0154
N -2.441654 0.026191 0.542220 -0.0236 0.1186 -0.0603
H 3.628615 2.347789 -0.566933 0.0062 -0.0021 0.0024
H 5.242925 0.515159 -1.206384 -0.0006 -0.0002 -0.0040
H 4.389032 -1.836514 -1.253365 0.0032 0.0020 -0.0028
H 2.045239 -2.273705 -0.600866 -0.0043 0.0065 0.0059
H -3.911672 3.020049 0.205802 0.0018 -0.0002 -0.0023
H -5.945330 1.541679 0.022926 -0.0010 0.0004 0.0014
H -5.627135 -0.931626 0.171566 0.0018 -0.0023 -0.0020
H -3.327185 -1.828002 0.523554 -0.0297 -0.0019 -0.0026
C -1.435090 -0.176927 5.745907 0.0037 0.0322 0.0020
N -1.974496 0.268448 4.430234 0.0213 0.0028 0.0144
C -2.611835 -0.869658 3.710038 0.0041 -0.0051 0.0222
C -0.953156 1.009921 3.549747 0.0128 0.0397 -0.0020
C 0.289820 0.203552 3.340177 -0.1321 -0.0602 -0.0427
C 1.258929 0.295423 4.347257 0.0252 -0.0830 -0.0011
C 2.344426 -0.556818 4.384098 -0.0285 0.0329 -0.0030
C 2.445927 -1.534141 3.403366 0.0062 -0.0037 0.0082
C 1.537686 -1.571945 2.359221 0.0287 -0.0592 -0.0064
C 0.467469 -0.675230 2.250672 -0.0251 0.1401 0.0340
H -2.266176 -0.540631 6.345136 0.0059 -0.0046 0.0021
H -0.954716 0.662373 6.240785 -0.0019 0.0034 0.0019
H -0.712475 -0.968895 5.576164 0.0038 -0.0025 0.0017
H -2.703950 0.952346 4.628478 -0.0103 -0.0010 -0.0254
H -1.827141 -1.483717 3.272012 0.0092 -0.0072 0.0008
H -3.247400 -0.470753 2.926512 0.0029 -0.0010 0.0149
H -3.202476 -1.445451 4.417938 -0.0058 -0.0049 -0.0073
H -0.757584 1.946623 4.071869 0.0417 -0.0130 -0.0104
H -1.494235 1.224475 2.636530 -0.0021 0.0046 -0.0050
H 1.147716 1.052300 5.115961 0.0027 0.0027 0.0113
H 3.088897 -0.468647 5.163325 -0.0050 -0.0024 0.0072
H 3.259323 -2.248766 3.425457 0.0007 0.0004 0.0000
H 1.684426 -2.319473 1.593200 -0.0301 0.0214 0.0179
Se -0.909846 -2.800165 -0.247470 -0.1557 0.5236 0.3546
C 0.443850 -4.127166 0.032407 0.0703 0.0342 -0.0469
C 1.153641 -4.642994 -1.048183 0.0284 0.0194 -0.0152
C 2.091853 -5.647800 -0.850909 -0.0124 0.0137 -0.0079
C 2.319562 -6.148922 0.422167 0.0035 -0.0147 0.0199
C 1.598170 -5.650158 1.498617 0.0089 0.0038 0.0008
C 0.660580 -4.646068 1.306650 0.0199 -0.0022 -0.0448
H 0.964897 -4.263379 -2.044967 0.0026 0.0020 0.0021
H 2.636844 -6.045333 -1.697150 0.0010 -0.0007 -0.0021
H 3.046573 -6.935413 0.574590 0.0016 0.0005 -0.0020
H 1.760039 -6.049441 2.491693 -0.0005 -0.0034 -0.0012
H 0.091596 -4.264357 2.144028 -0.0139 0.0083 0.0213
```
Forces are in eV/Å.

## Properties
* highest occupied orbital energy (alpha / beta): -10.27 / -10.66 eV
* ⟨S²⟩: 0.7586
* frontier orbital gap (alpha / beta): 7.050 / 7.150 eV
* net charge: +1
* lowest unoccupied orbital energy (alpha / beta): -0.11825 / -0.12896 hartree
* 2S+1: 2

---

[4]
The following is a DFT calculation (ωB97M-V with the def2-TZVPD basis set) of 2 unconnected molecules or ions with the total composition C3H5NO2.

```
11
Properties=species:S:1:pos:R:3:forces:R:3
O 2.807902 0.121440 -0.367116 -0.5474 0.0730 0.0801
C 1.640705 0.287311 -0.172337 0.3449 -0.0596 -0.0585
N 0.800213 -0.512423 0.675383 -0.1512 -0.0488 0.0980
C -0.463908 -0.147997 0.769009 0.4669 0.1569 -0.1701
C -0.480162 1.036005 -0.154639 -0.2451 0.0015 0.0701
O 0.852123 1.235710 -0.678621 0.1668 -0.0766 -0.0024
H 1.209732 -1.305841 1.154750 -0.0528 0.1284 -0.0420
H -2.541203 -2.088642 -0.602240 0.0126 0.0051 0.0034
H -2.161793 -1.700665 -0.089770 -0.0939 -0.0798 -0.0541
H -0.792438 1.946587 0.364839 0.0312 -0.1258 -0.0343
H -1.162744 0.854255 -0.991284 0.0680 0.0257 0.1097
```
Forces are in eV/Å.

## Properties
* highest occupied orbital energy: -9.63 eV
* frontier orbital gap: 10.083 eV
* net charge: 0
* lowest unoccupied orbital energy: 0.01662 hartree

---

Record-wise ΔE to the lowest compared entry with this formula, charge and spin values, in eV: 1.1531; 3.1096; 0.0000; 2.8864